[1]
DFT (wB97M-V/def2-TZVPD) results for 2 unconnected molecules or ions with the total composition C3H10NO2 in a non-equilibrium geometry.

Each line ends with the Löwdin charge.
Element x y z (Å)
O 2.97883 1.87247 0.29307  -0.21
O 1.63102 -0.20360 -0.57905  -0.36
N -3.06368 -0.68310 0.14339  -0.08
C -1.69240 -1.13676 0.32200  -0.38
C -0.50317 -0.15297 0.64903  -0.17
C 0.31808 -0.09274 -0.79759  -0.47
H -1.50451 -1.71292 -0.71211  0.12
H -1.55424 -1.79038 1.24611  0.09
H 2.28577 1.12887 -0.00061  0.00
H 3.61036 1.83711 -0.44949  -0.01
H 0.15699 -0.54522 1.54104  0.12
H 0.07091 -0.85743 -1.54710  0.07
H 0.16930 0.99781 -1.04949  0.08
H -0.94898 0.81978 0.86719  0.07
H -2.96664 0.01754 -0.62721  0.07
H -3.48694 -0.16964 0.97513  0.07

Forces on the atoms, in the same order (eV/Å):
-0.3 -0.4 -0.8
1.7 0.0 0.3
-0.7 1.9 0.3
1.5 -1.9 0.9
-0.3 -1.6 -1.9
1.5 2.1 2.7
0.0 0.9 2.6
-1.2 -0.2 -1.5
0.9 0.0 0.1
-0.5 0.0 0.6
-1.1 0.8 -2.0
-1.3 0.2 0.1
-1.0 -0.6 -1.0
0.3 0.2 0.2
-0.6 -0.6 0.9
1.1 -0.8 -1.4

Output
Largest force on an atom: 3.78 eV/A
HOMO level: -0.1014 hartree
Charge: -1
Spin multiplicity: 1
Energy above the lowest of the compared OMol25 structures with the same formula, charge and spin: 45.5 kcal/mol
Lowest unoccupied orbital energy: 0.1546 Ha



[2]
DFT (wB97M-V/def2-TZVPD) results for 3 unconnected molecules or ions with the total composition C28H52ClIN3O6 in a non-equilibrium geometry.

Each line ends with the Löwdin charge.
Element x y z (Å)
I 1.34503 3.55727 3.49408  1.04
Cl 1.94238 -0.16904 2.07651  0.92
O -1.98542 -1.65315 3.49246  -0.18
O -1.53922 0.88706 -3.64066  -0.21
O 4.02477 3.05991 2.44215  -0.09
O -2.48865 -6.27532 3.36751  -0.19
O 4.36055 1.79601 6.24213  0.12
O -4.96827 -1.65396 -5.48605  -0.19
N 2.59518 1.38008 1.71134  -0.37
N -4.64755 0.23729 -3.16449  -0.05
N -0.45360 -4.26565 2.43163  -0.05
C 3.53646 4.94753 -1.24874  -0.12
C 0.02572 3.93726 -0.13072  -0.10
C 3.01467 2.26570 2.92423  -0.84
C -5.29521 0.52177 -4.43941  -0.21
C 4.72067 3.97147 -1.16378  -0.17
C 5.12964 3.66140 0.28061  -0.09
C -0.34553 -5.14400 3.59197  -0.21
C 1.91917 3.12850 -2.00120  -0.05
C 4.01024 2.94008 0.98286  -0.24
C -0.65845 -2.05102 3.74228  -0.24
C 3.84287 1.43973 0.85700  -0.22
C -3.10099 -6.40969 2.10051  -0.11
C -0.01622 -2.89400 2.63879  -0.24
C 1.22027 4.64884 -0.27498  -0.08
C -1.08074 -6.45210 3.38323  -0.21
C -2.98225 -2.62644 3.76162  -0.08
C 4.09882 -0.79814 -0.34336  -0.08
C -4.85219 -2.81846 -4.69503  -0.11
C 3.80591 0.71659 -0.46787  -0.16
C -2.61884 1.79739 -3.49750  -0.22
C 0.72605 2.41805 -1.87094  -0.07
C 3.40860 1.45268 4.13246  -0.19
C -0.21825 2.81219 -0.91775  -0.08
C -5.93501 -0.71265 -5.03980  -0.21
C -3.78342 1.29351 -2.64891  -0.20
C 2.19465 4.24372 -1.19355  -0.24
C -1.73655 -0.12555 -4.61482  -0.09
C 4.13204 2.27994 5.19255  -0.27
H 2.51808 1.05086 4.59993  0.10
H -4.11612 -0.61850 -3.24064  0.07
H -2.24877 -0.99443 -4.19553  0.07
H 5.57759 4.37533 -1.69449  0.12
H -1.12615 2.23922 -0.82379  0.10
H 4.75702 -1.10309 -1.14778  0.08
H 4.62347 -1.02929 0.57873  0.07
H -1.40870 -4.26026 2.10167  0.07
H 6.05172 3.08304 0.31411  0.13
H 1.83047 1.88835 1.24605  0.10
H -0.71801 4.24536 0.58722  0.10
H -4.17153 -6.51427 2.26656  0.09
H 5.28182 4.59633 0.81173  0.13
H -6.63350 -1.17712 -4.33737  0.12
H -2.29379 0.24501 -5.47718  0.09
H -0.09107 -1.11581 3.80255  0.08
H -2.20055 2.66339 -2.97999  0.10
H 3.19117 -1.38492 -0.39259  0.06
H -3.36423 0.92698 -1.70679  0.12
H -0.75281 -0.45312 -4.95148  0.09
H -4.31282 -2.63821 -3.75767  0.07
H -0.74092 -6.95620 2.47344  0.12
H -4.41225 2.15477 -2.39968  0.12
H -2.74293 -7.30102 1.57838  0.09
H -4.59752 0.92042 -5.18695  0.10
H -2.73383 -3.22918 4.63795  0.09
H 2.65622 2.82946 -2.73092  0.12
H 3.07891 3.44115 0.70485  0.12
H -2.93872 -5.53494 1.46003  0.07
H 4.59614 1.14358 -1.06922  0.11
H 4.58997 0.98053 1.50315  0.16
H -0.74990 -4.68783 4.50380  0.11
H -5.83343 -3.24024 -4.46108  0.09
H 4.07438 0.62983 3.87335  0.13
H -6.07287 1.27450 -4.27914  0.13
H 4.42467 3.30411 4.92998  0.13
H 0.71174 -5.36242 3.77139  0.12
H -3.91139 -2.09380 3.95743  0.09
H 1.38966 5.50432 0.36483  0.11
H -4.29189 -3.55070 -5.27414  0.09
H -6.50377 -0.40243 -5.91963  0.12
H -0.57411 -2.52161 4.72902  0.12
H 4.48488 3.04456 -1.66969  0.08
H -2.93921 2.15687 -4.48168  0.12
H 3.61157 5.59232 -2.11734  0.13
H -0.18244 -2.36703 1.69238  0.11
H 1.07018 -2.90981 2.81385  0.10
H 2.84704 0.86044 -0.95533  0.10
H 3.58241 5.60549 -0.38099  0.12
H -3.14845 -3.28096 2.90288  0.07
H 0.54775 1.56075 -2.49961  0.10
H -0.85218 -7.10337 4.23029  0.12

Forces on the atoms, in the same order (eV/Å):
0.0 -0.3 -0.2
0.0 -0.1 0.1
0.0 0.0 -0.1
-0.1 -0.1 0.0
0.5 -0.6 -0.3
0.0 0.1 -0.1
0.4 -0.5 1.5
0.1 0.0 0.1
-0.3 0.3 0.0
0.2 0.0 -0.1
-0.1 0.0 0.1
-0.2 -0.3 0.4
0.2 -0.3 -0.4
-0.2 0.6 0.7
0.1 0.0 0.1
0.2 0.2 0.0
0.0 -0.3 0.1
0.0 0.1 -0.1
-0.3 0.5 0.4
-0.5 0.5 0.3
0.1 0.1 0.1
0.2 -0.1 0.1
0.0 0.0 0.1
0.0 0.0 -0.2
-0.3 -0.4 -0.2
0.1 -0.1 0.1
-0.1 0.1 0.0
0.0 0.4 0.0
0.0 0.0 -0.1
-0.2 -0.8 0.4
0.0 0.2 0.0
0.4 0.4 0.3
-0.1 0.2 -0.2
0.5 0.0 -0.2
-0.1 0.1 -0.1
-0.1 -0.2 0.1
-0.5 -0.1 -0.2
0.2 -0.1 0.1
-0.4 0.4 -1.2
-0.1 -0.2 0.1
0.0 0.0 0.0
-0.1 0.0 -0.1
0.2 0.1 0.1
-0.2 0.0 0.1
0.0 -0.1 -0.2
0.0 -0.1 0.2
0.0 0.0 0.0
0.1 0.0 0.1
0.0 -0.1 -0.2
0.0 0.1 0.1
0.0 0.0 0.0
0.2 0.1 0.1
0.1 0.0 0.1
-0.1 0.0 0.0
0.0 0.0 0.0
0.0 0.0 0.0
-0.1 -0.2 0.0
0.0 0.1 0.0
0.0 0.0 0.0
-0.1 0.0 0.0
0.0 0.1 -0.1
0.0 0.0 0.0
0.0 0.0 0.0
0.0 0.0 -0.1
0.0 0.0 0.0
0.0 -0.1 -0.2
0.0 -0.1 -0.2
0.0 0.0 0.0
0.0 0.3 -0.2
0.3 0.0 -0.1
0.0 0.0 0.1
0.0 0.0 0.0
0.1 -0.1 -0.2
0.0 0.0 0.0
0.1 0.2 0.0
0.0 0.0 0.0
0.0 0.0 0.0
0.1 0.1 0.0
0.0 0.0 0.0
0.0 0.0 0.0
0.0 -0.1 0.0
-0.1 -0.1 -0.2
-0.1 -0.1 0.0
0.0 0.0 -0.3
0.0 0.0 0.0
0.0 0.0 0.1
0.0 0.3 -0.2
0.1 0.2 0.0
0.0 -0.1 0.0
-0.2 -0.1 -0.1
0.0 0.0 0.0

Output
Largest force on an atom: 1.60 eV/A
HOMO level: -0.3832 hartree
Charge: +1
Spin multiplicity: 1
Energy above the lowest of the compared OMol25 structures with the same formula, charge and spin: 30.4 kcal/mol
Lowest unoccupied orbital energy: -0.1325 Ha



[3]
DFT (wB97M-V/def2-TZVPD) results for a single ClNO4S molecule in a non-equilibrium geometry.

Each line ends with the Löwdin charge.
Element x y z (Å)
Cl 1.65318 1.82106 0.41407  0.30
S 0.34954 0.52681 -0.74785  0.56
O -0.69285 0.07974 1.61114  0.09
O -0.11726 -1.76796 0.62789  0.17
O -0.76438 1.30364 -1.30045  -0.33
O 1.21679 -0.21750 -1.67739  -0.34
N -0.26731 -0.62755 0.76575  -0.45

Forces on the atoms, in the same order (eV/Å):
-1.2 -1.1 -0.8
1.2 0.9 -3.3
-0.4 -0.2 0.7
0.2 -1.8 -0.2
1.9 -1.5 1.7
-1.8 1.2 2.5
0.2 2.4 -0.5

Output
Largest force on an atom: 3.61 eV/A
HOMO level: -0.4292 hartree
SMILES: O=[N+]([O-])S(=O)(=O)Cl
Spin multiplicity: 1
Energy above the lowest of the compared OMol25 structures with the same formula, charge and spin: 17.9 kcal/mol
Lowest unoccupied orbital energy: -0.0808 Ha



[4]
DFT (wB97M-V/def2-TZVPD) results for a molecular structure, C3H4BrNS in a non-equilibrium geometry.

Each line ends with the Löwdin charge.
Element x y z (Å)
Br 2.05929 -0.93074 -1.93542  0.70
S -0.41334 -1.12430 -0.28915  0.81
N -0.07324 2.62703 -2.12937  -0.02
C -0.97081 -0.63979 1.37714  -0.33
C 0.28309 1.60220 -1.77731  -0.26
C 0.97960 -0.12004 -0.65040  -1.02
H 1.46661 0.57750 0.13054  0.08
H -0.89783 0.25004 1.83137  0.02
H -0.47155 -1.31053 1.97855  0.01
H -1.96183 -0.93137 1.46405  0.02

Forces on the atoms, in the same order (eV/Å):
0.5 -0.1 0.0
0.5 1.1 0.2
-0.6 1.6 -0.7
0.5 -2.5 -2.0
1.4 -3.5 2.3
-1.3 3.1 -0.3
-0.8 -1.6 -1.4
0.7 3.9 0.6
1.2 -1.4 1.6
-2.1 -0.5 -0.3

Output
Largest force on an atom: 4.41 eV/A
HOMO level: -0.3610 hartree
Spin multiplicity: 1
Energy above the lowest of the compared OMol25 structures with the same formula, charge and spin: 76.5 kcal/mol
Lowest unoccupied orbital energy: -0.0269 Ha



[5]
DFT (wB97M-V/def2-TZVPD) results for a molecular structure, C19H21IrN3O4S6.

Each line ends with the Mulliken spin population.
Element x y z (Å)
Ir 0.76854 -1.42062 -0.20433  2.71
S -1.49655 -3.11920 0.51485  0.00
S -1.25652 5.85339 -0.54167  0.00
S 2.62062 -2.59460 -1.19149  0.30
S 1.06107 -0.46076 -2.44599  0.71
S -0.74212 2.92465 1.81942  0.00
S 0.13532 2.49476 -1.42775  0.01
O -2.68006 -2.94650 1.29445  0.02
O -1.34397 -2.34672 -0.72791  0.08
O 0.00227 -0.08244 3.65668  0.12
O 0.76577 -0.24304 1.53677  0.16
N 1.23918 -1.29409 -6.02699  0.10
N -0.11373 -2.69494 1.31004  0.43
N 3.13778 -4.82589 -4.15554  0.12
C 1.99227 -1.90181 -2.64523  -0.08
C -1.76862 -5.75894 0.98320  0.02
C 0.22625 -0.65838 2.63448  0.04
C 2.69399 -3.76933 -4.05371  -0.05
C -1.11585 4.91340 -2.08291  0.00
C -0.29100 -8.90708 -0.53808  0.00
C -1.72433 4.44157 1.85036  0.00
C 1.62671 -1.81373 -5.07728  -0.03
C -0.62128 -7.46055 -0.29701  0.02
C 0.16871 4.10439 -2.25251  0.00
C 1.30911 2.68886 -0.06454  0.01
C -2.36154 4.87568 0.53052  0.00
C -0.10260 -6.47047 -1.13233  -0.01
C 0.83105 3.50272 1.13199  0.00
C -1.46016 -7.08793 0.75108  -0.01
C -0.40176 -5.13821 -0.92495  0.03
C -0.14785 -2.23345 2.63932  0.03
C 2.11297 -2.47065 -3.90119  0.23
C -1.23592 -4.79448 0.13651  0.00
H -0.00391 -4.37488 -1.57936  -0.01
H -2.51540 4.21894 2.56901  0.00
H -1.12925 5.25201 2.27478  0.00
H -2.71538 4.00861 -0.02626  0.00
H -1.09719 -2.36763 3.15236  0.00
H -3.21690 5.51996 0.73881  0.00
H 0.74070 -9.02130 -0.86931  0.00
H 1.53682 1.67193 0.24620  0.00
H 0.67997 -2.64152 3.22351  0.04
H -1.87696 -7.85102 1.39669  0.00
H -1.16883 5.66053 -2.87670  0.00
H -0.43473 -9.50116 0.36299  0.00
H -2.42154 -5.46766 1.79528  0.00
H 0.32397 3.90205 -3.31378  0.00
H 2.22352 3.13089 -0.46511  0.00
H 1.03145 4.66374 -1.88930  0.00
H -0.93331 -9.32174 -1.31796  0.00
H 0.54845 -6.74593 -1.95333  0.00
H 1.58674 3.45410 1.91670  0.00
H -1.99139 4.27176 -2.18096  0.00
H 0.69774 4.53944 0.83030  0.00

Forces on the atoms, in the same order (eV/Å):
0.0 -0.4 0.2
0.1 0.1 0.0
0.0 0.0 0.0
0.1 -0.1 0.0
-0.1 0.1 0.4
0.0 0.0 0.1
0.0 -0.1 0.1
0.0 0.0 0.1
-0.1 -0.1 -0.1
0.1 0.4 0.0
0.1 0.3 -0.2
0.0 0.0 0.0
-0.2 0.3 -0.5
0.0 0.0 0.0
0.0 0.0 -0.2
0.0 0.0 -0.1
-0.3 -0.8 0.2
0.0 0.2 0.0
0.0 0.0 0.0
0.0 0.0 0.0
0.0 0.0 -0.1
0.1 -0.1 0.2
0.0 0.0 0.0
-0.1 0.0 0.0
-0.1 0.1 0.0
0.1 0.0 0.0
0.0 0.0 0.0
-0.1 0.1 -0.1
0.0 0.0 0.0
-0.1 0.0 0.1
0.3 0.5 -0.1
0.0 -0.1 -0.1
0.1 -0.2 0.0
0.0 0.0 0.0
0.0 0.0 0.0
0.0 0.0 0.0
0.0 0.0 0.0
0.0 0.0 0.0
0.0 0.0 0.0
0.0 0.0 0.0
0.0 -0.1 0.0
0.0 -0.1 0.0
0.0 0.0 0.0
0.0 0.0 0.0
0.0 0.0 0.0
0.0 0.0 0.0
0.0 0.0 0.0
0.0 -0.1 0.0
0.0 0.0 0.0
0.0 0.0 0.0
0.0 0.0 0.0
0.1 0.0 0.0
0.0 0.0 0.0
0.0 0.0 0.1

Output
Largest force on an atom: 0.90 eV/A
HOMO level (spin up / spin down): -0.2950 / -0.3011 hartree
Spin multiplicity: 6
Lowest unoccupied orbital energy (spin up / spin down): -0.0246 / -0.1439 Ha
⟨S²⟩: 8.806



[6]
DFT (wB97M-V/def2-TZVPD) results for 2 unconnected molecules or ions with the total composition C25H24N2O2S.

Each line ends with the Löwdin charge.
Element x y z (Å)
S 0.78396 1.38451 4.06808  1.03
O 0.48981 0.95091 -1.40419  0.00
O -1.24275 2.21875 -2.08974  0.10
N 3.53115 4.27384 -0.60616  0.16
N 1.78897 0.76346 1.37381  0.07
C -3.37268 -3.11725 -1.69171  -0.10
C -0.24802 3.57316 2.72585  -0.09
C 0.24592 -4.21986 -1.93369  -0.04
C 1.00946 1.96629 1.42845  -0.22
C -2.46399 -3.14504 0.52202  -0.03
C 3.60929 4.77571 -1.63294  -0.27
C -0.08845 -3.79517 1.02909  -0.09
C 1.07345 -0.32222 1.97837  -0.25
C 3.69850 5.41910 -2.93722  -0.06
C 0.54268 -0.17345 3.25927  -0.46
C 0.49601 2.40017 2.64661  -0.45
C -2.14538 -3.54125 -2.17623  -0.07
C 0.16890 -2.55161 1.84859  -0.22
C -0.00643 3.84518 0.34538  -0.03
C -0.48132 4.30070 1.56732  -0.07
C 1.22704 2.14162 -1.05122  -0.13
C 0.88296 -1.50109 1.28184  0.04
C -0.32843 -2.40520 3.14043  -0.05
C -0.78849 1.13888 -1.78763  -0.52
C -0.15095 -1.22133 3.84942  -0.08
C -1.57489 -0.14191 -1.80240  0.03
C -1.06413 -3.77556 -1.33015  -0.24
C 0.73845 2.67384 0.26361  -0.15
C -3.53113 -2.91591 -0.32851  -0.09
C -1.22793 -3.57676 0.04488  -0.18
H -4.19942 -2.95153 -2.37068  0.10
H 2.64064 0.91449 1.91304  0.14
H 4.68378 5.86317 -3.06347  0.08
H 2.94306 6.19830 -3.01652  0.08
H -0.55952 -1.11351 4.84542  0.10
H -4.47965 -2.58096 0.07106  0.10
H 1.27965 -1.57723 0.27560  0.13
H -0.31575 -4.63425 1.68683  0.13
H -1.84035 -0.39064 -2.83049  0.09
H 3.53518 4.68435 -3.72331  0.08
H -2.03037 -3.69969 -3.24226  0.11
H -0.87797 -3.21445 3.60748  0.11
H 1.16404 2.89439 -1.83279  0.11
H -1.02828 -0.97927 -1.37590  0.07
H -2.50066 0.01591 -1.25253  0.10
H -0.23001 4.38742 -0.56432  0.12
H 0.97787 -3.40907 -1.90118  0.08
H 0.81697 -4.00825 0.46565  0.10
H 2.25999 1.81845 -0.96136  0.11
H 0.10366 -4.50047 -2.97412  0.07
H -2.59324 -2.96674 1.58254  0.11
H -0.65212 3.89520 3.67615  0.10
H -1.06993 5.20681 1.61861  0.10
H 0.66972 -5.06252 -1.38976  0.08

Forces on the atoms, in the same order (eV/Å):
-0.1 0.0 0.1
-0.2 0.0 0.1
0.2 -0.3 0.2
0.0 -0.1 0.2
0.1 -0.1 0.0
0.0 0.0 0.0
0.1 -0.1 -0.1
-0.1 0.2 0.2
0.0 0.1 0.0
0.0 0.0 0.0
0.0 0.1 -0.1
-0.1 0.4 -0.2
0.0 -0.1 0.0
0.0 0.0 0.0
0.0 0.0 0.0
-0.1 0.1 0.0
-0.2 0.0 0.0
0.0 -0.1 0.1
0.0 0.0 0.0
0.0 -0.1 0.1
0.2 0.0 0.1
-0.1 0.1 0.0
0.1 0.1 0.1
-0.1 0.3 -0.2
0.1 0.0 -0.2
0.1 0.0 -0.1
0.0 -0.1 -0.1
-0.1 0.2 0.0
0.0 0.0 -0.1
-0.1 0.0 0.0
0.0 0.0 0.0
0.0 0.0 0.0
0.0 0.0 0.0
0.0 0.0 0.0
0.0 0.0 0.0
0.0 0.0 0.0
0.0 0.0 0.0
0.1 -0.1 0.0
0.0 0.1 0.0
0.0 0.0 0.0
0.1 0.0 0.0
0.0 0.0 -0.1
-0.2 0.0 -0.1
0.0 0.1 0.1
0.0 0.0 0.0
0.0 0.0 0.0
0.1 0.0 0.0
0.0 -0.2 0.1
-0.1 -0.1 0.0
0.0 -0.1 0.0
0.1 0.0 0.0
0.0 0.0 0.0
0.0 0.0 0.0
0.0 -0.1 -0.1

Output
Largest force on an atom: 0.47 eV/A
HOMO level: -0.2970 hartree
SMILES: CC(=O)OCc1cccc2c1Nc1cc(Cc3ccccc3C)ccc1S2.CC#N
Spin multiplicity: 1
Energy above the lowest of the compared OMol25 structures with the same formula, charge and spin: 24.9 kcal/mol
Lowest unoccupied orbital energy: 0.0237 Ha